1.
Density functional theory data (the ωB97M-V functional and the def2-TZVPD basis) for a single CH4N3P molecule at a distorted geometry.

Structure (XYZ):
```
9
CH4N3P, DFT the ωB97M-V functional and the def2-TZVPD basis
C -0.51 0.78 0.21
N 0.98 0.58 0.50
N 1.76 -0.09 -0.08
N 1.79 -0.95 -0.96
P -1.31 -0.55 -0.70
H -0.91 0.95 1.21
H -0.54 1.71 -0.36
H 2.70 -1.30 -1.22
H -1.49 -1.38 0.41
```

Properties
Total charge = 0
E_HOMO (alpha / beta) = -8.6 / -8.7 eV
Energy above the lowest of the compared OMol25 structures with the same formula, charge and spin = 108.1 kcal/mol
Gap between HOMO and LUMO (alpha / beta) = 7.5632 / 7.8089 eV
LUMO energy (alpha / beta) = -1.1 / -0.9 eV

---

2.
Density functional theory data (the ωB97M-V functional and the def2-TZVPD basis) for a gas-phase ion, CH4N3S2 (charge +1) at a distorted geometry.

Structure (XYZ):
```
10
CH4N3S2, DFT the ωB97M-V functional and the def2-TZVPD basis
C -0.71 -1.02 0.09
N 0.36 -1.06 0.54
N -1.94 -1.09 -0.31
N 0.78 1.54 0.20
S 3.12 0.04 -0.84
S 1.92 0.33 0.54
H -2.17 -1.51 -1.19
H -2.58 -1.37 0.43
H 0.22 1.85 0.97
H 1.00 2.27 -0.45
```

Properties
Total charge = +1
E_HOMO = -14.1 eV
Energy above the lowest of the compared OMol25 structures with the same formula, charge and spin = 15.6 kcal/mol
Gap between HOMO and LUMO = 8.3046 eV
LUMO energy = -5.8 eV

---

3.
Density functional theory data (the ωB97M-V functional and the def2-TZVPD basis) for a single CH4N4 molecule at a distorted geometry.

Structure (XYZ):
```
9
CH4N4, DFT the ωB97M-V functional and the def2-TZVPD basis
C -0.40 -0.28 -0.72
N -1.13 1.09 -0.57
N -0.58 1.72 0.25
N 0.64 -0.45 0.21
N 0.27 1.34 1.08
H -1.17 -1.05 -0.66
H 0.16 -0.15 -1.62
H 0.43 -1.05 0.92
H 1.16 1.80 1.05
```

Properties
Total charge = 0
E_HOMO = -9.5 eV
Energy above the lowest of the compared OMol25 structures with the same formula, charge and spin = 119.2 kcal/mol
Gap between HOMO and LUMO = 9.9381 eV
LUMO energy = 0.4 eV

---

4.
Density functional theory data (the ωB97M-V functional and the def2-TZVPD basis) for a molecular structure, CH4N4 at a distorted geometry.

Structure (XYZ):
```
9
CH4N4, DFT the ωB97M-V functional and the def2-TZVPD basis
C 0.22 1.15 0.62
N -0.71 1.77 -0.07
N -0.90 0.59 -0.82
N 0.03 -0.09 0.04
N 0.40 -1.52 0.02
H 0.94 1.47 1.43
H -1.85 0.20 -0.92
H 1.26 -1.62 0.52
H 0.61 -1.95 -0.84
```

Properties
Total charge = 0
E_HOMO = -8.4 eV
Energy above the lowest of the compared OMol25 structures with the same formula, charge and spin = 131.7 kcal/mol
Gap between HOMO and LUMO = 9.3018 eV
LUMO energy = 0.9 eV

---

5.
Density functional theory data (the ωB97M-V functional and the def2-TZVPD basis) for a single CH4N4OS molecule at a distorted geometry.

Structure (XYZ):
```
11
CH4N4OS, DFT the ωB97M-V functional and the def2-TZVPD basis
C -0.55 -0.76 -0.09
N 2.66 -0.65 -1.24
N 2.82 -1.58 -0.42
N 1.45 -0.52 -1.65
N 0.49 -1.37 -0.95
O 1.05 -1.97 1.90
S 1.51 -2.36 -0.04
H -1.40 -0.58 -0.68
H -0.76 -1.50 0.70
H -0.16 0.15 0.36
H 1.15 0.51 -1.72
```

Properties
Total charge = 0
E_HOMO (alpha / beta) = -9.3 / -9.3 eV
Energy above the lowest of the compared OMol25 structures with the same formula, charge and spin = 102.7 kcal/mol
Gap between HOMO and LUMO (alpha / beta) = 8.3424 / 8.3419 eV
LUMO energy (alpha / beta) = -1.0 / -1.0 eV

---

6.
Density functional theory data (the ωB97M-V functional and the def2-TZVPD basis) for a single CH4N4S molecule at a distorted geometry.

Structure (XYZ):
```
10
CH4N4S, DFT the ωB97M-V functional and the def2-TZVPD basis
C 0.72 0.61 0.17
N 1.03 -1.97 0.04
N -0.42 -0.25 0.04
N -0.14 -1.59 0.07
N 1.76 -0.18 -0.46
S 3.16 0.14 0.08
H 0.69 1.40 -0.65
H 1.02 0.80 1.21
H -1.17 0.11 0.68
H -1.05 -2.07 -0.27
```

Properties
Total charge = 0
E_HOMO (alpha / beta) = -7.4 / -7.5 eV
Energy above the lowest of the compared OMol25 structures with the same formula, charge and spin = 115.1 kcal/mol
Gap between HOMO and LUMO (alpha / beta) = 7.1116 / 7.1193 eV
LUMO energy (alpha / beta) = -0.3 / -0.3 eV

---

7.
Density functional theory data (the ωB97M-V functional and the def2-TZVPD basis) for a gas-phase ion, CH4N5O6 (charge +1) at a distorted geometry.

Structure (XYZ):
```
16
CH4N5O6, DFT the ωB97M-V functional and the def2-TZVPD basis
C 0.84 -1.40 0.98
N 0.11 -0.54 0.06
N 2.39 -1.40 1.06
N 0.41 -1.05 2.46
N 0.16 -2.91 0.67
N 0.68 0.79 -0.29
O 2.93 -0.40 0.66
O 2.82 -2.34 1.65
O -0.33 -0.15 2.60
O 0.81 -1.74 3.26
O -0.46 -3.09 -0.35
O 0.44 -3.74 1.45
H -0.31 -1.05 -0.71
H 1.73 1.01 -0.14
H 0.12 1.48 0.24
H 0.63 1.12 -1.24
```

Properties
Total charge = +1
E_HOMO = -15.7 eV
SMILES string = [NH3+]NC([N+](=O)[O-])([N+](=O)[O-])[N+](=O)[O-]
Gap between HOMO and LUMO = 10.3388 eV
LUMO energy = -5.4 eV

---

8.
Density functional theory data (the ωB97M-V functional and the def2-TZVPD basis) for a gas-phase ion, CH4NO (charge +1) at a distorted geometry.

Structure (XYZ):
```
7
CH4NO, DFT the ωB97M-V functional and the def2-TZVPD basis
C -0.37 0.71 0.25
N 0.48 -1.21 0.17
O 0.33 -0.13 -0.56
H -0.25 1.66 -0.42
H -1.29 0.43 -0.29
H -0.07 0.51 1.21
H 1.17 -1.97 -0.36
```

Properties
Total charge = +1
E_HOMO = -18.9 eV
Energy above the lowest of the compared OMol25 structures with the same formula, charge and spin = 135.4 kcal/mol
Gap between HOMO and LUMO = 9.7723 eV
LUMO energy = -9.1 eV

---

9.
Density functional theory data (the ωB97M-V functional and the def2-TZVPD basis) for a molecular structure, CH4NO at a distorted geometry.

Structure (XYZ):
```
7
CH4NO, DFT the ωB97M-V functional and the def2-TZVPD basis
C 0.23 -0.34 0.74
N -0.46 0.32 -1.56
O -0.06 0.77 0.07
H -0.12 -0.46 1.89
H -0.21 -1.10 0.10
H 1.25 -0.34 0.92
H -0.63 1.15 -2.17
```

Properties
Total charge = +1
E_HOMO (alpha / beta) = -18.9 / -18.8 eV
Energy above the lowest of the compared OMol25 structures with the same formula, charge and spin = 174.6 kcal/mol
Gap between HOMO and LUMO (alpha / beta) = 10.7683 / 8.9257 eV
LUMO energy (alpha / beta) = -8.1 / -9.9 eV

---

10.
Density functional theory data (the ωB97M-V functional and the def2-TZVPD basis) for a single CH4NO2P molecule at a distorted geometry.

Structure (XYZ):
```
9
CH4NO2P, DFT the ωB97M-V functional and the def2-TZVPD basis
C 1.23 0.96 0.22
N -2.23 0.50 -0.34
O -1.01 -0.51 -0.31
O -2.95 0.06 0.43
P 0.52 -0.52 -0.07
H 1.21 1.71 -0.51
H 1.94 0.68 0.90
H 0.72 -1.39 -1.29
H 0.57 -1.48 0.98
```

Properties
Total charge = 0
E_HOMO = -7.9 eV
Energy above the lowest of the compared OMol25 structures with the same formula, charge and spin = 144.4 kcal/mol
SMILES string = C=[PH2]ON=O
Gap between HOMO and LUMO = 6.7773 eV
LUMO energy = -1.1 eV

---

Number 1: molecular weight 89.0 g mol⁻¹. Number 2: molecular weight 122.2 g mol⁻¹. Number 3: molecular weight 72.1 g mol⁻¹. Number 4: molecular weight 72.1 g mol⁻¹. Number 5: molecular weight 120.1 g mol⁻¹. Number 6: molecular weight 104.1 g mol⁻¹. Number 7: molecular weight 182.1 g mol⁻¹. Number 8: molecular weight 46.0 g mol⁻¹. Number 9: molecular weight 46.0 g mol⁻¹. Number 10: molecular weight 93.0 g mol⁻¹.